No. 1
70
Properties=species:S:1:pos:R:3:forces:R:3 method="wB97M-V/def2-TZVPD" total_charge=+4 homo_ev="-16.8819 / -18.0315" s2=8.7931 multiplicity=6 e_above_lowest_kj_mol=148.56 lumo_ev="-10.8 / -14.9"
P 3.817084 -1.938950 0.357273 4.966 1.518 0.442
C 4.580571 -1.806294 2.045131 -1.745 -0.510 0.881
H 5.682424 -1.744992 2.041227 -0.363 -0.162 -0.549
H 4.251572 -2.662327 2.656333 0.479 0.161 -0.086
H 4.162689 -0.905233 2.525355 0.244 -0.275 -0.210
C 5.086042 -2.839797 -0.635531 -1.516 -1.340 -0.706
H 4.745923 -2.803367 -1.681935 0.301 -0.029 0.176
H 5.098379 -3.901222 -0.353881 0.141 0.237 -0.025
H 6.098415 -2.416778 -0.565412 -0.422 0.303 0.408
C 4.190863 -0.210783 -0.182915 -1.791 0.248 -0.210
H 5.267155 -0.078800 -0.385690 -0.355 -0.392 0.106
H 3.859246 0.470943 0.613716 0.179 -0.106 -0.303
H 3.594219 0.005124 -1.081354 0.532 0.194 0.184
P -1.167711 4.382725 -0.973283 -0.640 2.756 0.308
C -1.256797 5.012461 0.727121 0.286 -1.301 0.375
H -1.555860 6.063329 0.622309 0.017 -0.164 0.101
H -0.272111 4.919856 1.207248 -0.324 0.212 -0.062
H -1.995234 4.432589 1.297267 0.122 0.395 -0.016
C -0.014308 5.546655 -1.736292 0.670 -1.238 -0.350
H -0.036732 5.439768 -2.828129 0.102 0.252 0.257
H 0.986447 5.311980 -1.346918 -0.130 0.496 -0.212
H -0.365471 6.534405 -1.413592 0.157 -0.066 -0.092
C -2.757675 4.838035 -1.696316 -0.053 -1.418 -0.287
H -2.883516 5.893872 -1.432434 -0.148 -0.074 -0.090
H -3.536764 4.196334 -1.262376 -0.069 0.475 -0.182
H -2.709032 4.684675 -2.782626 -0.229 0.262 0.248
P -2.149607 -3.667070 0.993021 -0.984 -1.082 -0.025
C -3.279822 -3.970658 2.418476 0.426 0.504 0.420
H -4.255191 -4.407427 2.150365 0.471 0.110 -0.107
H -3.443621 -3.001373 2.907402 -0.195 -0.203 0.015
H -2.774080 -4.606605 3.157216 -0.182 0.050 -0.217
C -3.316882 -2.885053 -0.182049 0.229 0.257 0.043
H -4.315706 -3.323154 -0.118143 0.131 -0.024 -0.153
H -2.905234 -2.998875 -1.190473 -0.256 0.059 0.038
H -3.387436 -1.822397 0.070573 -0.151 -0.011 -0.169
C -2.053601 -5.383154 0.306602 0.677 0.114 -0.096
H -3.033263 -5.872290 0.163347 0.358 0.395 0.151
H -1.434703 -5.983963 0.988479 -0.305 0.054 -0.134
H -1.508831 -5.361224 -0.649235 -0.262 -0.058 0.170
Ir -0.291727 0.323798 -1.415593 -0.095 -1.096 5.648
C 0.602662 1.729269 -0.388541 2.012 3.501 1.232
O 1.262862 2.429798 0.252542 -0.543 -1.692 -0.344
C -1.633030 0.737265 -0.090729 -4.296 0.439 2.913
O -2.378156 1.005407 0.755565 2.304 -0.670 -2.267
C -1.515454 0.073061 -3.215036 -2.080 -0.376 -1.883
C -0.844817 -1.110404 -2.897444 -1.143 -1.728 -0.590
C 0.539524 -1.134772 -2.719727 0.868 -1.883 -0.978
C 1.272078 0.039267 -2.843272 1.441 -0.137 -0.521
C 0.609397 1.237776 -3.142650 0.887 1.974 -2.335
C -0.789979 1.272334 -3.301230 -0.118 0.896 -0.553
H -2.608050 0.041077 -3.327716 0.570 0.179 0.079
H -1.389141 -2.045661 -2.756871 0.006 0.370 -0.124
H 0.998291 -2.088697 -2.458081 0.040 0.334 -0.045
H 2.339664 0.016096 -2.637734 -0.263 0.189 -0.241
H 1.167611 2.166617 -3.063870 -0.077 -0.133 -0.360
H -1.330505 2.220533 -3.389866 0.343 -0.396 -0.233
N 0.290159 -1.429653 1.736140 0.349 0.246 2.063
C 0.211050 -1.052066 3.073752 0.353 -0.221 -1.570
C 1.279225 -1.269557 3.972257 0.579 0.202 1.241
C 1.181497 -0.822139 5.291390 0.899 -0.717 -1.035
C 0.021956 -0.171961 5.741599 -0.091 0.048 0.250
C -1.032985 0.057022 4.849068 -0.630 -0.103 -1.284
C -0.935408 -0.364447 3.525442 -0.888 0.590 0.976
H 1.082692 -2.019737 1.494699 -0.173 0.029 0.193
H -0.571775 -1.819174 1.339408 -0.489 -0.263 -0.285
H 2.164855 -1.809014 3.621274 -0.325 0.191 0.279
H 2.013573 -0.989650 5.981004 -0.336 0.012 -0.236
H -0.064768 0.146713 6.781862 0.073 -0.086 -0.286
H -1.941994 0.565361 5.179821 0.355 -0.158 -0.062
H -1.733648 -0.155124 2.813766 0.102 -0.141 0.318

No. 2
85
Properties=species:S:1:pos:R:3:forces:R:3 method="wB97M-V/def2-TZVPD" total_charge=-1 homo_ev=-5.2951 e_above_lowest_kj_mol=27.19 lumo_ev=1.9
O -0.506579 -5.299117 -9.275086 -0.281 -0.624 -1.059
C -0.111671 -5.010571 -8.236165 0.158 0.606 0.588
N 0.333997 -4.734129 -7.125882 -0.064 0.190 0.161
O -0.289940 -3.520844 -6.678071 -0.230 -0.589 0.366
C 0.664825 -2.619997 -6.262603 0.629 0.348 0.313
O 1.796635 -2.634692 -6.641957 0.171 -0.222 -0.346
O 0.103964 -1.807573 -5.416564 -0.575 -0.525 -0.093
C 0.549002 -0.401853 -5.596602 1.031 2.871 -0.120
O -0.043920 0.192851 -6.492275 -0.171 -0.975 0.176
O 1.425178 -0.009785 -4.817386 -0.728 -1.143 -0.121
C 2.983515 0.763569 -2.339157 0.093 0.296 0.223
C 3.674807 -0.232595 -1.440742 -0.136 -0.037 -0.515
O 4.155736 0.379166 -0.213331 -0.111 -0.274 -0.027
C 3.241903 0.591741 0.718552 0.063 0.111 -0.281
O 2.075901 0.309830 0.658767 -0.222 -0.083 0.168
O 3.838503 1.198135 1.757959 0.038 -0.016 0.117
C 2.943441 1.563484 2.808039 -0.049 0.052 0.188
H 3.636961 1.621402 -2.518053 0.063 -0.058 -0.039
H 2.713678 0.318482 -3.296646 -0.013 -0.045 0.085
H 2.070181 1.140928 -1.880772 -0.054 -0.088 0.002
H 4.564999 -0.620148 -1.932855 0.142 0.057 0.188
H 3.031603 -1.080315 -1.209497 -0.056 0.079 0.190
H 2.349175 0.712967 3.133856 -0.068 0.005 -0.068
H 2.293236 2.373513 2.480887 -0.089 -0.068 -0.023
H 3.552377 1.909390 3.639081 0.139 -0.007 -0.089
C -1.929574 -0.919760 -0.794735 -0.231 0.220 -0.078
C -2.114961 -2.408757 -0.967090 0.497 0.080 0.137
O -3.497130 -2.764853 -1.159983 -0.011 -0.088 0.098
C -3.958008 -2.553265 -2.391892 0.001 0.042 0.092
O -3.339552 -2.119690 -3.320154 -0.004 0.019 -0.133
O -5.252454 -2.901928 -2.409680 -0.074 -0.114 -0.039
C -5.904215 -2.644224 -3.656149 -0.163 -0.029 -0.113
H -2.565582 -0.544325 0.010138 0.073 -0.063 0.089
H -0.890397 -0.692235 -0.557345 0.015 -0.030 0.011
H -2.196318 -0.378159 -1.700987 0.082 -0.072 -0.083
H -1.803138 -2.928977 -0.062825 -0.205 -0.094 0.026
H -1.513306 -2.791497 -1.790219 -0.123 0.049 -0.130
H -5.358290 -3.093036 -4.482298 0.094 0.077 0.003
H -6.009211 -1.571744 -3.812585 0.082 0.009 -0.061
H -6.891604 -3.093112 -3.589533 0.009 -0.019 0.138
C -11.490157 0.689612 -1.059269 0.085 -0.240 0.002
C -10.382263 1.645903 -0.671945 -0.328 0.185 -0.151
O -9.350337 0.988582 0.072908 -0.012 0.104 0.065
C -8.495798 0.267123 -0.656726 0.013 -0.052 0.097
O -8.517776 0.148473 -1.853569 -0.024 -0.002 -0.133
O -7.623965 -0.298234 0.168922 0.089 -0.009 0.047
C -6.681099 -1.167535 -0.476054 0.168 -0.121 0.060
H -11.874345 0.175630 -0.177254 -0.059 0.093 0.037
H -12.307442 1.227796 -1.539607 0.001 0.033 0.020
H -11.125510 -0.070049 -1.748991 0.028 0.061 -0.064
H -10.770851 2.419969 -0.012686 0.121 -0.046 0.147
H -9.957968 2.140104 -1.545158 0.098 -0.120 -0.035
H -6.175655 -0.660107 -1.292488 -0.103 0.037 -0.064
H -7.183175 -2.060409 -0.838558 -0.023 0.043 -0.111
H -5.947338 -1.453100 0.270745 -0.073 0.065 0.112
C 3.491575 0.140793 8.292630 -0.230 0.137 0.018
C 3.178564 -1.229073 7.730022 0.424 0.088 0.012
O 1.799079 -1.576916 7.915503 0.035 -0.120 0.023
C 0.952464 -1.011669 7.056723 -0.028 0.004 0.132
O 1.244183 -0.269109 6.158205 0.052 0.093 -0.141
O -0.280487 -1.403240 7.372868 -0.084 -0.039 -0.003
C -1.306026 -0.807836 6.572380 -0.205 -0.010 -0.064
H 3.182032 0.203090 9.336635 0.092 -0.063 0.038
H 4.560393 0.343507 8.227514 0.015 -0.037 0.005
H 2.959774 0.918064 7.745825 0.040 -0.020 -0.082
H 3.745515 -1.990195 8.262328 -0.166 -0.099 0.062
H 3.444059 -1.298594 6.675886 -0.142 0.061 -0.052
H -1.105961 -0.946688 5.512968 0.082 0.062 -0.007
H -1.393403 0.252608 6.802369 0.068 0.031 -0.077
H -2.233238 -1.309395 6.832122 0.060 -0.073 0.109
C 6.870029 1.386423 0.287396 0.396 0.202 -0.259
C 7.674979 2.304697 1.178943 -0.266 -0.341 0.183
O 8.652152 3.061356 0.438214 0.089 -0.009 0.125
C 8.178083 4.110159 -0.223185 0.056 -0.127 -0.027
O 7.040044 4.494702 -0.235966 -0.112 0.106 0.023
O 9.194267 4.675910 -0.883466 0.065 0.072 -0.027
C 8.809713 5.778625 -1.704699 0.070 0.140 -0.120
H 7.536367 0.748040 -0.297093 0.034 -0.051 0.095
H 6.213190 0.762923 0.880593 -0.031 -0.011 0.078
H 6.262074 1.950682 -0.414709 -0.106 0.042 0.084
H 8.246557 1.720056 1.898106 0.199 0.092 -0.069
H 7.030581 2.978722 1.742633 -0.006 0.125 -0.135
H 8.247202 6.514416 -1.134700 -0.089 -0.054 0.008
H 8.220132 5.430279 -2.551033 -0.099 0.023 0.046
H 9.728007 6.230627 -2.068778 0.079 -0.104 0.049

No. 3
72
Properties=species:S:1:pos:R:3:forces:R:3 method="wB97M-V/def2-TZVPD" total_charge=0 homo_ev=-9.1776 smiles="CCOCCOCCOC[SiH2]CC(=O)c1ccccc1.CCOC(C)=O.CCOC(C)=O" lumo_ev=-1.0
C 2.299131 3.679317 -0.714251 0.084 0.219 0.170
C 0.976839 3.683985 -1.731831 2.074 0.837 -0.124
O 0.262421 2.398288 -1.759639 -1.212 2.342 0.294
C -1.183283 2.553510 -1.535943 -0.697 -1.628 0.622
C -1.939942 1.503729 -2.558888 -0.072 0.301 -0.884
O -3.373474 1.290467 -2.242449 1.856 -1.062 1.258
C -3.454922 0.185809 -1.231665 -0.307 0.572 -0.209
C -4.827068 0.462193 -0.370935 -0.603 0.299 -1.391
O -5.047312 -0.455890 0.757245 1.583 1.446 -0.584
C -3.885197 -0.530600 1.656252 0.757 -0.034 -0.313
Si -4.477185 -1.351265 3.295103 -0.116 -0.222 -0.116
C -3.401460 -2.827062 3.905539 1.561 -0.802 -0.039
C -1.794922 -2.483157 4.073778 2.461 3.756 0.396
O -1.289984 -1.222905 4.055985 -3.210 -7.810 -0.125
C -0.807740 -3.810405 4.321285 1.221 -2.576 0.593
C 0.763342 -3.898502 3.861300 -2.078 -3.820 2.129
C 1.553922 -5.339269 4.165152 -3.070 -0.026 0.918
C 0.833144 -6.646736 4.878499 -2.822 3.463 -0.328
C -0.735000 -6.528668 5.357357 2.020 3.824 -2.293
C -1.513091 -5.099727 5.059585 3.014 -0.932 -0.744
H 3.304448 3.936773 -1.299845 -2.295 -0.817 1.234
H 2.200533 4.521304 0.112791 0.044 -1.806 -1.678
H 2.416565 2.647491 -0.161654 -0.265 2.144 -1.299
H 1.429330 3.864849 -2.815210 -1.236 -0.263 2.136
H 0.333466 4.605014 -1.404440 0.804 -1.979 -0.819
H -1.396444 2.190199 -0.419125 0.241 0.988 -2.258
H -1.598224 3.636535 -1.692308 0.946 -2.047 0.209
H -1.923043 2.002338 -3.642796 0.053 -1.272 2.293
H -1.443885 0.421932 -2.574501 -0.572 2.543 -0.032
H -2.462363 0.249337 -0.615194 -2.089 -0.406 -0.819
H -3.530359 -0.837699 -1.817771 0.206 1.930 1.324
H -4.924383 1.614450 -0.075599 0.598 -2.488 -0.327
H -5.730385 0.274841 -1.128653 1.955 0.297 1.755
H -3.426685 0.518310 1.924844 -0.734 -1.892 -0.850
H -3.093019 -1.242780 1.171858 -1.063 1.540 0.832
H -4.693857 -0.399504 4.403132 0.235 0.127 -0.047
H -5.822893 -1.913971 3.012676 0.164 -0.111 -0.008
H -3.812198 -3.213307 4.934997 0.845 0.674 -1.956
H -3.496170 -3.695172 3.106717 0.303 1.568 1.779
H 1.303335 -3.007533 3.321635 -1.252 -2.022 1.253
H 2.694810 -5.480276 3.867214 -2.787 0.512 0.626
H 1.368138 -7.682910 5.069486 -0.962 2.598 -0.573
H -1.334412 -7.413259 5.861799 1.524 2.074 -1.176
H -2.645468 -5.049117 5.417589 2.793 0.024 -0.956
O 4.811372 2.147066 0.303902 -0.623 -1.359 1.939
C 4.534061 1.315122 1.166467 0.723 1.176 -1.232
O 3.956552 1.698235 2.325458 -0.246 0.416 -0.340
C 3.428396 0.795263 3.313870 0.145 -0.095 0.205
C 4.520708 0.323188 4.254078 0.241 -0.036 -0.027
C 4.915095 -0.125459 0.986379 -0.385 -0.490 -0.360
H 2.889069 -0.031579 2.844194 0.129 0.051 -0.050
H 2.685568 1.362454 3.886418 0.183 0.081 -0.344
H 5.295579 -0.235779 3.722263 -0.133 -0.031 0.050
H 4.105717 -0.318885 5.036010 0.016 0.080 -0.078
H 5.015601 1.178693 4.725492 -0.180 -0.095 -0.041
H 5.959655 -0.259712 1.278766 -0.129 0.018 -0.033
H 4.798697 -0.385456 -0.070560 0.241 0.207 0.178
H 4.286763 -0.819219 1.540336 0.133 0.011 0.187
O 3.120700 1.918017 -7.493925 -2.332 -0.348 0.639
C 2.002454 1.849725 -6.986074 1.765 0.395 -0.708
O 0.963358 1.345333 -7.685659 0.303 -0.359 -0.283
C -0.331694 1.052812 -7.130197 -0.127 0.202 0.015
C -1.207739 2.290717 -7.118922 0.037 0.231 0.024
C 1.752239 2.408976 -5.615848 0.095 -0.358 0.598
H -0.242091 0.589934 -6.143866 0.078 0.135 -0.022
H -0.786570 0.299960 -7.784118 0.367 0.138 0.000
H -0.783591 3.078125 -6.489805 -0.070 -0.126 0.030
H -2.208118 2.051944 -6.747273 0.090 0.002 -0.043
H -1.295929 2.705988 -8.128284 -0.017 -0.166 0.119
H 1.585069 3.486351 -5.692908 0.016 -0.120 0.003
H 2.636918 2.223106 -4.998544 -0.073 0.224 -0.260
H 0.917113 1.944117 -5.096770 -0.148 0.155 -0.038